The following is a DFT calculation (ωB97M-V with the def2-TZVPD basis set) of one molecule with the formula C26H33N5O5 in a non-equilibrium geometry.

ΔE to the lowest compared entry with this formula, charge and spin	43.3	kcal per mole
E_LUMO	0.5	eV
HOMO-LUMO gap	8.68	eV
structure (SMILES)	COCCN(C(=O)Cn1nnc2ccccc21)[C@H](C(=O)NC1CCCC1)c1ccc(OC)cc1OC
calculated total energy	-1660.5178	Eh
HOMO energy	-0.302	hartree

Each line ends with the Mulliken charge.
Element x y z (Å)
C -1.39584 -5.15422 0.67698  -0.745
O -0.16196 -4.48850 0.49525  -0.312
C 0.22829 -3.67431 1.57796  -0.731
C -0.46640 -2.29906 1.61592  -1.122
N 0.20582 -1.28470 0.82348  0.491
C -0.07959 -0.98940 -0.45160  1.257
O 0.34495 0.00531 -1.02477  -0.727
C -1.03439 -1.93307 -1.19433  -2.080
N -2.39087 -1.56427 -0.90924  0.827
N -3.18458 -2.30041 -0.11914  -0.219
N -4.31466 -1.74162 0.03233  -1.054
C -4.32196 -0.57151 -0.66415  0.578
C -5.29685 0.41290 -0.83271  -0.736
C -4.96459 1.49259 -1.61404  -0.447
C -3.70221 1.61760 -2.21746  -0.693
C -2.72364 0.66343 -2.06649  -0.387
C -3.05465 -0.43745 -1.28420  0.818
C 1.24395 -0.52603 1.53064  1.397
C 0.56033 0.68653 2.20009  -0.728
O 0.47279 0.78693 3.40750  -0.727
N 0.04307 1.54856 1.31667  0.328
C -0.74037 2.70352 1.69011  -0.315
C -0.31033 3.93942 0.88057  -1.068
C -1.37834 4.08696 -0.20049  -0.472
C -2.65714 3.70782 0.53876  -0.731
C -2.23704 2.49177 1.36330  0.147
C 2.42360 -0.14543 0.66522  -0.340
C 3.02613 1.09318 0.78175  -1.160
C 4.12943 1.45074 0.02307  -1.122
C 4.65088 0.54389 -0.88673  0.377
O 5.71978 0.76953 -1.69917  -0.452
C 6.35517 2.02347 -1.63470  -0.863
C 4.07183 -0.71979 -1.00312  -0.429
C 2.98070 -1.07549 -0.23180  0.698
O 2.39451 -2.30408 -0.27399  -0.236
C 2.82811 -3.24222 -1.23006  -1.131
H -1.38360 -5.74690 1.59831  0.366
H -2.24223 -4.46012 0.70591  0.314
H -1.50763 -5.82002 -0.17695  0.253
H 1.30441 -3.52978 1.46143  0.380
H 0.03363 -4.19897 2.52311  0.306
H -1.50359 -2.40663 1.29316  0.663
H -0.48029 -1.93658 2.64685  0.563
H -0.84595 -1.80459 -2.26454  0.513
H -0.87221 -2.97220 -0.91008  0.143
H -6.26241 0.31492 -0.36465  0.453
H -5.69030 2.27674 -1.77264  0.419
H -3.49860 2.49339 -2.81572  0.384
H -1.74669 0.76106 -2.51277  0.406
H 1.60924 -1.17544 2.33506  0.867
H 0.17583 1.36136 0.32760  0.237
H -0.58132 2.84234 2.76248  0.588
H -0.31034 4.81984 1.52370  0.352
H 0.69060 3.81348 0.46997  0.379
H -1.19447 3.37740 -1.00855  0.106
H -1.41327 5.09135 -0.61961  0.471
H -2.95792 4.52393 1.19740  0.353
H -3.48397 3.48037 -0.13179  0.296
H -2.83701 2.37083 2.26287  0.358
H -2.34474 1.58575 0.76394  -0.497
H 2.63480 1.80603 1.49115  0.570
H 4.55969 2.42995 0.15348  0.414
H 6.77333 2.21134 -0.64060  0.330
H 5.67002 2.83475 -1.90026  0.340
H 7.16364 1.98198 -2.36299  0.258
H 4.51258 -1.40181 -1.71081  0.511
H 3.86357 -3.54870 -1.05169  0.350
H 2.16686 -4.09955 -1.10807  0.215
H 2.73437 -2.84815 -2.24608  0.446

***

The following is a DFT calculation (ωB97M-V with the def2-TZVPD basis set) of C26H33O4PRuSeSi as an isolated structure in a non-equilibrium geometry.

multiplicity	2
<S²>	0.775
ΔE to the lowest compared entry with this formula, charge and spin	17.9	kcal per mole
E_LUMO (spin up / spin down)	-3.4 / -4.4	eV
HOMO-LUMO gap (spin up / spin down)	7.74 / 6.52	eV
charge	+1
calculated total energy	-4438.4654	Eh
HOMO energy (spin up / spin down)	-0.409 / -0.403	hartree

Each line ends with the Mulliken charge.
Element x y z (Å)
Ru -0.81127 -0.29012 -1.28900  -0.197
O -2.97659 -0.51141 1.03783  -0.533
C -2.22662 -1.40706 0.69160  0.154
O -2.01555 -1.82709 -0.52974  -0.777
C -1.36106 -2.01782 1.75252  0.739
C -1.88559 -2.81570 2.76153  -0.642
C -1.06525 -3.25725 3.78556  -0.608
C 0.27747 -2.89296 3.81727  -0.832
C 0.80566 -2.11449 2.80290  -0.357
C -0.01102 -1.68120 1.75667  -0.215
P 0.74039 -0.73265 0.39715  2.813
C 1.51816 0.69387 1.18017  0.457
C 0.92414 1.26904 2.30106  -0.837
C 1.40931 2.46838 2.80090  -0.772
C 2.47121 3.10772 2.17609  -0.610
C 3.05964 2.54409 1.05172  -1.088
C 2.58084 1.34356 0.54917  -0.347
C 2.02415 -1.85892 -0.20360  0.539
C 3.35542 -1.81942 0.20244  -0.237
C 4.25502 -2.75244 -0.29466  -0.732
C 3.83283 -3.72262 -1.19119  -0.646
C 2.50208 -3.77438 -1.58776  -0.716
C 1.59888 -2.84326 -1.09906  -0.940
H -2.93590 -3.07606 2.74153  0.516
H -1.47480 -3.87449 4.57444  0.428
H 0.91251 -3.21889 4.63037  0.454
H 1.85469 -1.83973 2.82224  0.428
H 0.08900 0.77391 2.78237  0.471
H 0.95484 2.91168 3.67757  0.482
H 2.83899 4.04988 2.56110  0.418
H 3.88726 3.04240 0.56334  0.453
H 3.03601 0.90453 -0.33030  0.700
H 3.69006 -1.07241 0.91085  0.450
H 5.28948 -2.72075 0.02179  0.449
H 4.54065 -4.44299 -1.57982  0.408
H 2.16729 -4.54125 -2.27416  0.456
H 0.55616 -2.89054 -1.39281  0.483
C 1.22390 1.93757 -2.56455  -0.724
O 0.07875 1.17132 -2.94784  -0.128
C 0.20699 0.50365 -4.21187  -0.535
C 0.53390 -0.94375 -3.97187  -0.438
O -0.51960 -1.54402 -3.22805  0.123
C -1.59537 -2.10568 -3.98594  -0.805
H 1.43801 2.69363 -3.32121  0.388
H 2.10133 1.30073 -2.42592  0.329
H 0.97691 2.42528 -1.62539  0.136
H 0.97275 0.98029 -4.82599  0.456
H -0.75773 0.60533 -4.70955  0.314
H 1.42451 -1.01672 -3.34361  0.132
H 0.71632 -1.48121 -4.90530  0.452
H -1.23474 -2.96296 -4.55470  0.256
H -2.02875 -1.36913 -4.66519  0.315
H -2.34690 -2.42804 -3.27090  0.204
C -4.44330 1.88327 1.84005  -0.886
Si -3.16083 2.89859 0.99599  0.326
C -1.77294 3.44798 2.09478  -0.895
C -3.78497 4.21444 -0.14688  -1.038
Se -2.11805 1.52291 -0.66060  -0.101
H -4.92427 2.47134 2.62717  0.410
H -3.98823 0.99770 2.27848  0.214
H -5.20852 1.55203 1.13678  0.310
H -2.08942 4.27508 2.73671  0.494
H -0.91485 3.77912 1.50749  0.326
H -1.45325 2.62288 2.73219  0.133
H -4.26253 5.02358 0.41103  0.368
H -4.51408 3.79705 -0.84322  0.336
H -2.96352 4.63458 -0.73017  0.316

***

The following is a DFT calculation (ωB97M-V with the def2-TZVPD basis set) of C26H34Cl2N3O2P2STl as an isolated structure in a non-equilibrium geometry.

ΔE to the lowest compared entry with this formula, charge and spin	0.0	kcal per mole
E_LUMO	-5.7	eV
HOMO-LUMO gap	8.20	eV
charge	+2
calculated total energy	-3499.2523	Eh
HOMO energy	-0.512	hartree

Each line ends with the Mulliken charge.
Element x y z (Å)
Tl 1.44764 0.07488 -0.94928  1.012
Cl 1.37454 1.36488 4.58972  -0.182
C 2.75064 0.88528 3.69132  1.250
C 3.87734 0.44028 4.39162  -0.580
C 5.04634 0.16098 3.72572  0.397
Cl 6.43894 -0.29262 4.60612  -0.190
C 5.10074 0.27968 2.31012  0.389
C 6.27724 0.09298 1.55752  -0.841
C 6.22604 0.19168 0.18952  -0.821
C 4.98984 0.44458 -0.42058  -0.374
N 3.88184 0.68118 0.24682  -0.243
C 3.92204 0.63918 1.59772  0.244
C 2.75624 0.98848 2.32012  -1.331
O 1.63704 1.42328 1.59612  -0.467
H 3.82724 0.34158 5.46222  0.554
H 7.20594 -0.10612 2.07092  0.455
H 7.11344 0.06698 -0.41228  0.442
H 4.91384 0.48198 -1.49948  0.499
C -2.95076 0.50898 0.33972  -1.245
P -1.27206 0.89128 1.00642  1.335
C -1.45166 0.00538 2.60602  -1.395
C -1.63796 2.61898 1.64672  -1.509
C -0.48416 3.13678 2.49792  -0.455
P 1.11134 2.93648 1.63392  0.940
C 2.44234 3.95958 2.30082  -1.167
C 0.89064 3.43558 -0.09438  -1.320
H -3.70356 0.62248 1.11932  0.514
H -2.96116 -0.51692 -0.02618  0.082
H -3.19226 1.16908 -0.48948  0.376
H -2.30856 0.40068 3.14872  0.432
H -0.55416 0.09448 3.20822  0.256
H -1.60926 -1.04972 2.40322  0.425
H -2.54686 2.59568 2.25252  0.633
H -1.81746 3.28558 0.80082  0.366
H -0.45016 2.61688 3.45352  0.262
H -0.59326 4.20358 2.70972  0.536
H 2.10654 4.99098 2.36082  0.494
H 3.29134 3.89998 1.61882  0.386
H 2.75954 3.63448 3.28872  0.377
H 0.53934 4.46758 -0.11258  0.514
H 0.15614 2.80718 -0.59598  0.267
H 1.83874 3.38398 -0.62828  0.402
C -4.78886 -3.39382 -0.55618  -1.053
C -3.79676 -4.31252 -1.25958  -0.899
C -2.63356 -3.54402 -1.88018  -0.253
N -1.80766 -2.96852 -0.83428  -0.003
C -0.53716 -2.60382 -0.87038  -0.100
S 0.26014 -2.18802 0.55462  -0.284
N 0.18724 -2.56662 -2.04528  0.105
C -0.22036 -2.46772 -3.40148  -0.214
O 0.35224 -3.13902 -4.21638  -0.547
C -1.20316 -1.41602 -3.72948  0.077
C -1.78906 -1.46602 -4.99568  -0.668
C -2.67076 -0.48172 -5.39878  -0.704
C -2.94166 0.59158 -4.56548  -0.635
C -2.34626 0.66038 -3.31528  -0.906
C -1.49416 -0.34102 -2.88838  1.733
H -5.59696 -3.98352 -0.13168  0.388
H -5.22126 -2.68502 -1.25828  0.290
H -4.32796 -2.83032 0.25482  0.274
H -4.31206 -4.83892 -2.06188  0.388
H -3.41236 -5.06162 -0.56328  0.385
H -3.02756 -2.74722 -2.52108  0.114
H -2.02676 -4.21352 -2.49548  0.441
H -2.21086 -2.99202 0.09512  0.428
H 1.08274 -3.04382 -1.96508  0.294
H -1.54316 -2.28902 -5.64788  0.506
H -3.13656 -0.54432 -6.36808  0.454
H -3.60716 1.37788 -4.88708  0.440
H -2.55316 1.50598 -2.67658  0.387
H -1.06666 -0.27562 -1.89408  -0.157

***

The following is a DFT calculation (ωB97M-V with the def2-TZVPD basis set) of C26H34ClF5N3O4STi as an isolated structure in a non-equilibrium geometry.

multiplicity	3
<S²>	2.033
ΔE to the lowest compared entry with this formula, charge and spin	5.8	kcal per mole
E_LUMO (spin up / spin down)	1.6 / 1.6	eV
HOMO-LUMO gap (spin up / spin down)	2.91 / 5.24	eV
charge	-1
calculated total energy	-3683.4225	Eh
HOMO energy (spin up / spin down)	-0.049 / -0.135	hartree

Each line ends with the Mulliken charge.
Element x y z (Å)
O 1.90826 -2.33784 0.41484  -0.379
C 3.13796 -2.34218 0.51971  -0.938
C 3.81933 -1.67160 1.64225  0.619
C 3.18793 -1.41370 2.89413  -0.378
H 2.14162 -1.07690 2.93274  0.381
C 3.95543 -1.61448 4.05216  -0.374
H 3.47808 -1.56166 5.04428  0.348
C 5.33518 -1.89545 3.92317  -0.377
H 5.92673 -2.22428 4.78124  0.321
C 5.98386 -1.65954 2.69527  -0.373
H 7.07423 -1.71293 2.60804  0.312
C 5.21026 -1.44153 1.56169  -0.628
H 5.67772 -1.18865 0.60585  0.290
H 3.79533 -2.50789 -0.39081  0.202
C 3.40854 1.26820 -1.27887  -1.058
C 2.13850 2.02349 -1.01307  0.508
H 4.14215 1.26143 -0.45702  0.356
H 3.91391 1.70025 -2.14275  0.334
H 3.29048 0.20057 -1.52245  0.096
C 1.61893 2.36727 0.23006  0.236
C 2.29120 3.19045 1.33186  -1.443
H 0.85508 1.71141 0.71589  0.455
H 3.20597 2.71470 1.74535  0.323
H 1.58706 3.36154 2.16563  0.315
H 2.62687 4.17556 0.96613  0.364
Ti 0.34029 2.04855 -1.48269  0.152
Cl 0.09550 4.01863 -2.44620  -0.593
C -2.31379 2.48360 -0.22344  -0.078
O -1.47077 1.65588 -0.71993  0.009
N -3.61351 2.40245 -0.48875  0.568
C -4.12030 1.62049 -1.63766  -0.939
C -4.52158 3.36422 0.12769  -0.979
H -1.94541 3.27807 0.45421  0.320
H -3.49615 0.74140 -1.82425  0.195
H -4.17298 2.23718 -2.54650  0.337
H -5.12888 1.28276 -1.38946  0.334
H -4.07428 3.77114 1.03964  0.334
H -5.45665 2.87425 0.40260  0.298
H -4.76684 4.19600 -0.54306  0.324
H -0.61648 -5.52482 0.32630  0.363
H -2.22512 -4.11007 1.16413  0.358
C 0.06182 -4.67224 0.45617  -0.982
C -1.86614 -3.18282 0.72016  -0.908
N -0.62144 -3.46786 0.06312  0.426
H 0.94420 -4.79154 -0.17519  0.293
C -0.04691 -2.55505 -0.75877  -0.068
O -0.37518 -1.36607 -0.82095  -0.491
H -2.61615 -2.81608 0.01676  0.264
H 0.70936 -2.98691 -1.44580  0.224
H 0.32567 -4.64073 1.52181  0.275
H -1.74997 -2.43185 1.51299  0.078
H -0.96437 0.65578 -6.09775  0.327
H 0.14216 -1.67946 -6.32748  0.322
C 0.00060 0.96228 -5.67984  -0.938
C 1.00495 -1.30475 -5.76702  -0.937
N 0.62352 -0.15310 -4.96325  0.211
H -0.13081 1.82897 -5.03031  0.241
C 0.93261 -0.10722 -3.67570  0.338
O 0.49088 0.79986 -2.89459  -0.552
H 1.37427 -2.08436 -5.10089  0.311
H 1.58448 -0.89417 -3.28332  0.221
H 0.61784 1.25088 -6.53644  0.324
H 1.79000 -1.04517 -6.48816  0.345
F -6.21246 1.50128 3.98016  -0.353
C -4.99583 1.13816 3.52427  0.677
C -3.84078 1.50989 4.21939  0.097
F -3.94432 2.28921 5.32013  -0.338
C -2.59365 1.08884 3.77181  0.239
F -1.48628 1.58371 4.36465  -0.316
C -2.43278 0.23777 2.64532  0.129
S -0.93655 -0.35725 2.18929  -0.091
C -3.62529 -0.00096 1.90944  0.176
F -3.52792 -0.50813 0.65281  -0.326
C -4.87969 0.40145 2.34363  -0.334
F -5.97953 0.13169 1.59560  -0.395